Below is C33H39FMnN4P2 as an isolated structure at a distorted geometry, with properties calculated with wB97M-V/def2-TZVPD.

The HOMO-LUMO gap (spin up / spin down) is 5.49 / 5.85 eV. The LUMO energy (spin up / spin down) comes out at -1.47 / -1.59 eV. As for the HOMO energy (spin up / spin down): -6.97 / -7.44 eV. As for the spin multiplicity: 6.

Element x y z (Å)
1 Mn 2.157 -0.391 2.558
2 C -0.339 -3.839 1.274
3 C 0.443 -2.818 0.837
4 C -0.029 -1.615 0.133
5 C -0.384 -0.277 0.818
6 C -0.954 -0.262 2.211
7 C -1.782 -1.218 2.707
8 C -2.420 -2.281 1.863
9 C -1.778 -3.703 1.649
10 C 1.588 0.283 4.436
11 H 0.150 -4.774 1.496
12 H 1.522 -2.822 1.008
13 H -0.863 -1.916 -0.523
14 H 0.815 -1.342 -0.567
15 H 0.469 0.422 0.655
16 H -1.152 0.140 0.142
17 H -0.680 0.653 2.770
18 H -1.967 -1.314 3.794
19 H -2.594 -1.818 0.875
20 H -3.367 -2.501 2.391
21 H -1.904 -4.312 2.570
22 H -2.309 -4.203 0.813
23 H 1.846 -0.505 5.151
24 H 0.560 0.656 4.512
25 H 2.365 1.055 4.370
26 P -0.656 2.581 -0.122
27 P 1.408 -0.137 -2.257
28 N -2.418 2.912 -0.160
29 N -0.268 4.329 -0.477
30 N 0.197 -0.897 -3.319
31 N 2.564 -0.130 -3.636
32 C -0.588 1.945 -1.856
33 C 0.883 1.675 -2.282
34 C -3.165 3.001 1.022
35 C -4.419 3.526 0.740
36 C -4.461 3.823 -0.643
37 C -3.219 3.458 -1.163
38 C 0.685 5.000 0.279
39 C 0.868 6.293 -0.231
40 C -0.016 6.436 -1.355
41 C -0.703 5.216 -1.475
42 C -0.398 -2.110 -2.938
43 C -1.645 -2.225 -3.524
44 C -1.775 -1.141 -4.448
45 C -0.626 -0.344 -4.317
46 C 2.406 -0.257 -5.026
47 C 3.573 0.113 -5.676
48 C 4.526 0.455 -4.665
49 C 3.889 0.286 -3.437
50 H -1.062 2.635 -2.595
51 H -1.193 1.013 -1.861
52 H 1.054 2.094 -3.286
53 H 1.610 2.146 -1.592
54 H -2.732 2.637 1.943
55 H -5.225 3.631 1.472
56 H -5.289 4.230 -1.203
57 H -2.881 3.504 -2.176
58 H 1.140 4.513 1.118
59 H 1.542 7.029 0.150
60 H -0.118 7.303 -1.995
61 H -1.480 4.952 -2.179
62 H 0.147 -2.802 -2.322
63 H -2.338 -3.040 -3.372
64 H -2.614 -0.977 -5.111
65 H -0.335 0.561 -4.839
66 H 1.479 -0.607 -5.461
67 H 3.730 0.120 -6.753
68 H 5.556 0.774 -4.827
69 H 4.253 0.453 -2.436
70 F 1.871 -6.199 5.963
71 C 1.768 -5.059 5.200
72 C 0.560 -4.387 5.129
73 C 0.502 -3.178 4.384
74 C 1.619 -2.691 3.709
75 C 2.784 -3.420 3.733
76 C 2.892 -4.614 4.508
77 H -0.313 -4.794 5.639
78 H -0.449 -2.653 4.353
79 H 3.663 -3.095 3.166
80 H 3.821 -5.181 4.569

Here is what Mulliken gives for the atomic charges, in e: number 1, Mn, carries 0.36; number 2, C, carries -1.46; number 3, C, carries -0.49; number 4, C, carries 1.04; number 5, C, carries -0.79; number 6, C, carries -0.27; number 7, C, carries -1.30; number 8, C, carries -0.95; number 9, C, carries -0.70; number 10, C, carries -1.12; number 11, H, carries 0.45; number 12, H, carries 0.63; number 13, H, carries 0.17; number 14, H, carries -0.52; number 15, H, carries 0.98; number 16, H, carries 0.20; number 17, H, carries 0.87; number 18, H, carries 0.58; number 19, H, carries 0.19; number 20, H, carries 0.45; number 21, H, carries 0.44; number 22, H, carries 0.41; number 23, H, carries 0.38; number 24, H, carries 0.30; number 25, H, carries 0.34; number 26, P, carries -0.26; number 27, P, carries 0.05; number 28, N, carries 0.50; number 29, N, carries 0.49; number 30, N, carries 0.45; number 31, N, carries 0.31; number 32, C, carries -0.73; number 33, C, carries -1.17; number 34, C, carries -0.65; number 35, C, carries -0.57; number 36, C, carries -0.87; number 37, C, carries -0.17; number 38, C, carries -0.34; number 39, C, carries -0.71; number 40, C, carries -0.63; number 41, C, carries -0.19; number 42, C, carries -0.95; number 43, C, carries -0.55; number 44, C, carries -0.92; number 45, C, carries -0.38; number 46, C, carries -0.29; number 47, C, carries -0.65; number 48, C, carries -0.60; number 49, C, carries -0.36; number 50, H, carries 0.41; number 51, H, carries 0.67; number 52, H, carries 0.46; number 53, H, carries 0.58; number 54, H, carries 0.41; number 55, H, carries 0.39; number 56, H, carries 0.45; number 57, H, carries 0.46; number 58, H, carries 0.37; number 59, H, carries 0.44; number 60, H, carries 0.43; number 61, H, carries 0.18; number 62, H, carries 0.82; number 63, H, carries 0.48; number 64, H, carries 0.45; number 65, H, carries 0.61; number 66, H, carries 0.49; number 67, H, carries 0.42; number 68, H, carries 0.40; number 69, H, carries 0.35; number 70, F, carries -0.35; number 71, C, carries 0.41; number 72, C, carries -0.63; number 73, C, carries -0.13; number 74, C, carries -0.28; number 75, C, carries 0.12; number 76, C, carries -0.65; number 77, H, carries 0.42; number 78, H, carries 0.20; number 79, H, carries 0.22; number 80, H, carries 0.40

***

Below is C33H39FN4P2Pt as an isolated structure at a distorted geometry, with properties calculated with wB97M-V/def2-TZVPD.

The HOMO-LUMO gap (spin up / spin down) is 6.76 / 5.77 eV. The LUMO energy (spin up / spin down) comes out at 0.45 / -2.62 eV. As for the HOMO energy (spin up / spin down): -6.31 / -8.39 eV. As for the spin multiplicity: 3.

Element x y z (Å)
1 Pt -0.349 -1.724 0.458
2 C 0.107 3.615 3.934
3 C -0.377 2.589 3.194
4 C -0.582 2.694 1.729
5 C 0.599 2.086 0.983
6 C 1.995 2.508 1.392
7 C 2.382 3.732 1.726
8 C 1.418 4.846 2.012
9 C 0.902 4.812 3.449
10 C 0.744 -3.354 1.361
11 H -0.059 3.637 5.027
12 H -0.917 1.749 3.690
13 H -0.675 3.747 1.455
14 H -1.508 2.172 1.449
15 H 0.551 1.005 1.163
16 H 0.443 2.201 -0.099
17 H 2.712 1.673 1.353
18 H 3.447 3.970 1.892
19 H 0.623 4.862 1.268
20 H 1.948 5.795 1.886
21 H 1.791 4.886 4.093
22 H 0.314 5.724 3.630
23 H 0.045 -3.646 2.149
24 H 1.674 -2.994 1.805
25 H 0.928 -4.205 0.697
26 P 1.225 -1.518 -1.086
27 P -1.953 -1.020 -1.009
28 N 2.625 -0.365 -1.111
29 N 2.072 -2.837 -1.900
30 N -2.114 0.712 -1.721
31 N -3.644 -1.370 -1.324
32 C 0.264 -0.895 -2.506
33 C -1.081 -1.630 -2.488
34 C 3.778 -0.366 -0.313
35 C 4.767 0.391 -0.933
36 C 4.220 0.885 -2.149
37 C 2.922 0.422 -2.229
38 C 2.549 -4.066 -1.433
39 C 3.172 -4.736 -2.474
40 C 3.084 -3.907 -3.632
41 C 2.446 -2.750 -3.250
42 C -2.606 1.815 -1.024
43 C -2.502 2.969 -1.818
44 C -1.998 2.547 -3.101
45 C -1.883 1.148 -3.038
46 C -4.503 -0.634 -2.189
47 C -5.217 -1.521 -2.965
48 C -4.892 -2.844 -2.509
49 C -3.960 -2.730 -1.508
50 H 0.735 -0.986 -3.491
51 H 0.175 0.184 -2.308
52 H -1.703 -1.445 -3.373
53 H -0.925 -2.721 -2.387
54 H 3.773 -0.875 0.639
55 H 5.772 0.576 -0.570
56 H 4.715 1.497 -2.899
57 H 2.158 0.609 -2.969
58 H 2.418 -4.340 -0.400
59 H 3.671 -5.701 -2.407
60 H 3.479 -4.093 -4.628
61 H 2.239 -1.882 -3.852
62 H -3.058 1.683 -0.049
63 H -2.710 3.999 -1.518
64 H -1.744 3.166 -3.970
65 H -1.653 0.453 -3.839
66 H -4.552 0.447 -2.139
67 H -5.875 -1.242 -3.775
68 H -5.307 -3.769 -2.889
69 H -3.490 -3.464 -0.868
70 F -1.589 -0.957 6.433
71 C -1.359 -1.068 5.084
72 C -0.230 -0.428 4.560
73 C 0.017 -0.556 3.186
74 C -0.899 -1.247 2.389
75 C -2.082 -1.772 2.906
76 C -2.287 -1.740 4.297
77 H 0.413 0.199 5.172
78 H 0.925 -0.161 2.715
79 H -2.790 -2.234 2.218
80 H -3.164 -2.208 4.746

Here is what Mulliken gives for the atomic charges, in e: number 1, Pt, carries 1.80; number 2, C, carries -1.14; number 3, C, carries -0.28; number 4, C, carries 0.02; number 5, C, carries 1.84; number 6, C, carries -0.60; number 7, C, carries -0.55; number 8, C, carries -0.99; number 9, C, carries -0.57; number 10, C, carries -1.56; number 11, H, carries 0.36; number 12, H, carries 0.63; number 13, H, carries 0.32; number 14, H, carries -0.25; number 15, H, carries -1.73; number 16, H, carries 0.51; number 17, H, carries 0.30; number 18, H, carries 0.37; number 19, H, carries 0.32; number 20, H, carries 0.44; number 21, H, carries 0.40; number 22, H, carries 0.36; number 23, H, carries 0.45; number 24, H, carries 0.39; number 25, H, carries 0.38; number 26, P, carries 0.27; number 27, P, carries -0.71; number 28, N, carries 0.98; number 29, N, carries 0.84; number 30, N, carries 1.35; number 31, N, carries 0.38; number 32, C, carries -1.50; number 33, C, carries -1.85; number 34, C, carries -0.85; number 35, C, carries -0.62; number 36, C, carries -0.79; number 37, C, carries -0.48; number 38, C, carries -0.51; number 39, C, carries -0.69; number 40, C, carries -0.64; number 41, C, carries -0.27; number 42, C, carries -0.84; number 43, C, carries -0.90; number 44, C, carries -0.89; number 45, C, carries -0.54; number 46, C, carries -0.39; number 47, C, carries -0.62; number 48, C, carries -0.64; number 49, C, carries -0.41; number 50, H, carries 0.57; number 51, H, carries 0.61; number 52, H, carries 0.53; number 53, H, carries 0.54; number 54, H, carries 0.44; number 55, H, carries 0.44; number 56, H, carries 0.45; number 57, H, carries 0.41; number 58, H, carries 0.40; number 59, H, carries 0.40; number 60, H, carries 0.43; number 61, H, carries 0.29; number 62, H, carries 0.67; number 63, H, carries 0.47; number 64, H, carries 0.44; number 65, H, carries 0.32; number 66, H, carries 0.40; number 67, H, carries 0.44; number 68, H, carries 0.44; number 69, H, carries 0.45; number 70, F, carries -0.35; number 71, C, carries 0.42; number 72, C, carries -0.41; number 73, C, carries -0.22; number 74, C, carries -0.08; number 75, C, carries -0.23; number 76, C, carries -0.65; number 77, H, carries 0.42; number 78, H, carries 0.17; number 79, H, carries 0.42; number 80, H, carries 0.44

***

Below is C33H40BrCl2N4O6W as an isolated structure at a distorted geometry, with properties calculated with wB97M-V/def2-TZVPD.

The HOMO-LUMO gap (spin up / spin down) is 4.65 / 7.37 eV. The LUMO energy (spin up / spin down) comes out at 2.21 / 2.21 eV. Its charge is -1. As for the HOMO energy (spin up / spin down): -2.43 / -5.16 eV. As for the spin multiplicity: 3.

Element x y z (Å)
1 W 0.081 -1.013 0.350
2 O 1.396 -1.988 1.317
3 C 1.818 -3.255 1.202
4 C 3.165 -3.560 1.322
5 C 3.611 -4.855 1.102
6 C 2.697 -5.858 0.752
7 C 1.352 -5.567 0.667
8 C 0.869 -4.264 0.922
9 C -0.506 -3.960 0.992
10 N -0.979 -2.735 1.292
11 C -2.332 -2.747 1.804
12 C -2.905 -1.341 1.829
13 N -2.469 -0.814 0.567
14 C -3.300 -0.432 -0.290
15 C -2.942 -0.372 -1.700
16 C -3.751 0.258 -2.643
17 C -3.479 0.171 -3.994
18 C -2.393 -0.602 -4.416
19 C -1.585 -1.246 -3.503
20 C -1.813 -1.119 -2.118
21 O -1.019 -1.705 -1.276
22 H 3.848 -2.756 1.571
23 H 4.667 -5.082 1.187
24 H 3.044 -6.866 0.556
25 H 0.635 -6.344 0.418
26 H -1.220 -4.781 0.902
27 H -2.340 -3.163 2.816
28 H -2.981 -3.380 1.176
29 H -2.484 -0.783 2.660
30 H -3.995 -1.357 1.927
31 H -4.340 -0.237 -0.002
32 H -4.606 0.832 -2.294
33 H -4.110 0.676 -4.715
34 H -2.180 -0.700 -5.474
35 H -0.745 -1.850 -3.823
36 Cl 1.535 3.035 2.370
37 C 2.970 2.104 1.873
38 Cl 3.805 2.923 0.524
39 C 2.647 0.639 1.485
40 O 3.424 -0.183 1.940
41 O 1.627 0.521 0.727
42 H 3.653 2.097 2.708
43 C -1.614 3.419 -1.574
44 C -0.102 3.314 -1.819
45 C 0.173 3.245 -3.321
46 C 0.597 4.529 -1.220
47 N 0.520 2.151 -1.174
48 N -0.085 0.906 -1.479
49 H -2.003 4.344 -2.010
50 H -1.822 3.424 -0.501
51 H -2.162 2.589 -2.028
52 H -0.127 4.176 -3.810
53 H -0.385 2.428 -3.790
54 H 1.241 3.083 -3.490
55 H 0.219 5.449 -1.674
56 H 1.674 4.462 -1.386
57 H 0.428 4.576 -0.141
58 H 0.497 2.235 -0.164
59 H 0.240 0.621 -2.395
60 H -1.094 0.998 -1.513
61 C 3.193 0.071 -1.960
62 C 2.953 -1.273 -1.273
63 C 3.760 -2.356 -1.991
64 C 1.471 -1.651 -1.278
65 H 4.242 0.376 -1.878
66 H 2.579 0.861 -1.534
67 H 2.952 -0.017 -3.031
68 H 3.316 -1.214 -0.247
69 H 3.415 -2.468 -3.027
70 H 3.659 -3.321 -1.488
71 H 4.824 -2.094 -2.015
72 H 1.404 -2.739 -1.202
73 H 1.079 -1.408 -2.267
74 Br -3.172 4.639 6.414
75 C -2.394 3.494 5.116
76 C -2.610 3.749 3.774
77 C -2.054 2.892 2.833
78 C -1.298 1.805 3.230
79 C -1.088 1.572 4.577
80 C -1.635 2.416 5.534
81 C -0.734 0.860 2.214
82 O -0.163 -0.186 2.587
83 O -0.886 1.087 0.997
84 H -3.206 4.600 3.473
85 H -2.207 3.051 1.772
86 H -0.487 0.716 4.860
87 H -1.478 2.243 6.590

Here is what Mulliken gives for the atomic charges, in e: number 1, W, carries 2.04; number 2, O, carries 0.00; number 3, C, carries 0.60; number 4, C, carries -0.54; number 5, C, carries -0.57; number 6, C, carries -0.57; number 7, C, carries -1.06; number 8, C, carries 0.47; number 9, C, carries -0.99; number 10, N, carries 0.06; number 11, C, carries -1.04; number 12, C, carries -0.62; number 13, N, carries 0.54; number 14, C, carries -1.22; number 15, C, carries 0.92; number 16, C, carries -0.37; number 17, C, carries -0.74; number 18, C, carries -0.66; number 19, C, carries -0.34; number 20, C, carries -0.15; number 21, O, carries -0.51; number 22, H, carries 0.38; number 23, H, carries 0.40; number 24, H, carries 0.37; number 25, H, carries 0.38; number 26, H, carries 0.30; number 27, H, carries 0.43; number 28, H, carries 0.47; number 29, H, carries -0.12; number 30, H, carries 0.55; number 31, H, carries 0.32; number 32, H, carries 0.42; number 33, H, carries 0.39; number 34, H, carries 0.42; number 35, H, carries 0.52; number 36, Cl, carries -0.17; number 37, C, carries 0.12; number 38, Cl, carries -0.20; number 39, C, carries -0.21; number 40, O, carries -0.63; number 41, O, carries 0.18; number 42, H, carries 0.57; number 43, C, carries -1.42; number 44, C, carries 1.79; number 45, C, carries -1.87; number 46, C, carries -1.62; number 47, N, carries 0.06; number 48, N, carries 0.09; number 49, H, carries 0.56; number 50, H, carries 0.04; number 51, H, carries 0.33; number 52, H, carries 0.48; number 53, H, carries 0.29; number 54, H, carries 0.33; number 55, H, carries 0.46; number 56, H, carries 0.30; number 57, H, carries 0.23; number 58, H, carries -0.79; number 59, H, carries 0.50; number 60, H, carries -0.26; number 61, C, carries -1.36; number 62, C, carries 2.20; number 63, C, carries -1.88; number 64, C, carries -1.93; number 65, H, carries 0.34; number 66, H, carries -0.04; number 67, H, carries 0.39; number 68, H, carries -0.57; number 69, H, carries 0.35; number 70, H, carries 0.40; number 71, H, carries 0.41; number 72, H, carries 0.82; number 73, H, carries 0.84; number 74, Br, carries -0.23; number 75, C, carries 0.20; number 76, C, carries -0.97; number 77, C, carries 0.00; number 78, C, carries 0.09; number 79, C, carries -0.13; number 80, C, carries -0.78; number 81, C, carries 0.12; number 82, O, carries -0.69; number 83, O, carries 0.10; number 84, H, carries 0.44; number 85, H, carries 0.33; number 86, H, carries 0.49; number 87, H, carries 0.43

***

ΔE to the lowest compared entry with this formula, charge and spin for the records above, in order: 1.171 0.517 1.018 eV
Electronic energy for the records above, in order: -3433.15091 -2401.57064 -5513.54306 a.u.